# 1
A molecular structure, C16H37N7O8SSn. Source: OMol25; level of theory: ωB97M-V with the def2-TZVPD basis set.

The orbital gap is 9.12 eV. The total charge is +2. As for the relative energy (zero: lowest compared OMol25 entry of this formula, charge and spin): 26.2 kcal per mole. The energy comes out at -2229.0476 Ha.

Each line ends with the Mulliken charge.
Element x y z (Å)
Sn 1.3735 -0.5662 1.2021  1.069
N -0.7364 1.3637 1.5832  -0.206
N -2.1177 1.3607 1.8408  -0.350
C -2.9634 0.3999 1.4428  0.508
O -4.0886 0.2300 1.8147  -0.536
O -2.3763 -0.4056 0.4468  -0.230
H -0.2729 1.6554 2.4375  0.327
H -0.5004 2.0275 0.8506  0.260
H -2.5201 2.0474 2.4627  0.260
N 3.6993 -0.2895 -0.0297  -0.479
C 3.6326 0.8103 -1.0130  0.247
C 4.8378 1.7469 -0.8099  -1.112
C 4.9473 3.0404 -1.6176  -1.204
C 5.1018 2.8851 -3.1288  -0.909
N 3.7963 2.6594 -3.7452  0.116
C 3.5281 2.8396 -5.0205  0.764
N 4.4969 3.0611 -5.9121  -0.363
N 2.2535 2.7772 -5.4333  -0.372
C 2.2885 1.5493 -0.9074  0.458
O 1.9317 2.2579 -1.8542  -0.883
O 1.6199 1.3917 0.1657  -0.770
H 4.2323 0.0255 0.7788  0.308
H 4.2244 -1.0715 -0.4037  0.272
H 3.6567 0.3701 -2.0129  0.395
H 5.7390 1.1489 -0.9751  0.390
H 4.8484 2.0266 0.2486  0.542
H 5.8329 3.5612 -1.2526  0.441
H 4.1011 3.7000 -1.4140  0.388
H 5.7817 2.0593 -3.3627  0.399
H 5.5336 3.8035 -3.5340  0.695
H 3.0054 2.4967 -3.0885  0.236
H 5.4637 3.0402 -5.6405  0.195
H 4.2880 3.2637 -6.8740  0.206
H 1.5152 2.7951 -4.7492  0.190
H 2.0087 2.9484 -6.3924  0.192
C 0.1746 -1.9047 -3.0427  -1.414
C 0.9132 -1.9643 -1.7503  1.144
C 1.8048 -3.1334 -1.5037  -1.329
O 0.7681 -1.0554 -0.9305  -0.404
H -0.3869 -2.8316 -3.1757  0.394
H 0.8961 -1.8550 -3.8620  0.495
H -0.4936 -1.0501 -3.0692  0.274
H 2.2395 -3.5004 -2.4317  0.440
H 1.1929 -3.9363 -1.0797  0.347
H 2.5741 -2.9004 -0.7735  0.256
O -0.0662 -4.0303 1.1422  -0.473
N 0.3383 -2.9021 1.2347  0.185
O -0.5245 -1.9939 1.5328  -0.357
C -6.4529 -1.9303 -2.3474  -1.424
C -5.3157 -2.4230 -1.4576  -0.197
C -4.5418 -1.2250 -0.9019  -0.994
S -3.1008 -1.7486 -0.0207  0.981
O -2.1891 -2.4338 -0.8766  -0.602
C -3.5876 -2.6498 1.4317  -1.040
C -3.5616 -4.1565 1.1683  -0.146
C -3.9125 -4.8877 2.4591  -1.482
H -7.0287 -2.7745 -2.7213  0.403
H -6.0689 -1.3784 -3.2060  0.364
H -7.1324 -1.2785 -1.7978  0.361
H -4.6424 -3.0691 -2.0224  0.360
H -5.7220 -3.0102 -0.6318  0.215
H -5.1284 -0.6239 -0.2087  0.554
H -4.1475 -0.5841 -1.6953  0.600
H -4.5742 -2.2626 1.6940  0.718
H -2.8607 -2.3708 2.1939  0.611
H -2.5633 -4.4365 0.8381  0.271
H -4.2687 -4.4162 0.3785  0.305
H -3.1958 -4.6490 3.2457  0.354
H -3.8821 -5.9632 2.2959  0.412
H -4.9115 -4.6286 2.8120  0.374

=====

# 2
3 unconnected molecules or ions with the total composition C16H38BN2O12P2 at a distorted geometry. Source: OMol25; level of theory: ωB97M-V with the def2-TZVPD basis set.

The orbital gap is 8.50 eV. The total charge is +1. The energy comes out at -2352.1486 Ha.

Each line ends with the Mulliken charge.
Element x y z (Å)
C -1.8529 -1.8661 3.3068  -0.863
C -1.2795 -0.3795 3.6789  -0.481
C -1.1444 0.6847 2.4875  0.431
C -0.0492 1.8422 2.9997  -1.182
C -2.4562 1.4258 1.8842  -0.040
C -2.8599 0.9117 0.3393  -0.584
N -3.0353 -0.5834 0.2225  -0.243
C -2.0192 -1.1689 -0.5023  0.733
O -1.1326 -1.6170 -1.4081  -0.491
O -3.8725 1.7342 -0.3158  -0.364
C -4.9019 2.2678 0.5600  -0.132
C -4.4269 2.8045 2.0271  -0.534
N -3.6039 1.7293 2.7720  0.002
B -4.5755 0.6859 3.1958  0.635
O -5.2054 0.9194 4.5485  -0.533
O -4.9789 -0.5659 2.5457  -0.396
C -6.4265 -0.7084 2.3826  -0.726
H -1.0391 -2.6610 3.0215  0.337
H -2.3715 -2.2794 4.2999  0.274
H -2.6799 -1.8970 2.4810  0.129
H -0.2078 -0.5502 4.1765  0.361
H -1.9567 0.0470 4.5584  0.120
H -0.5935 0.1514 1.5724  0.062
H 0.0418 2.7437 2.2603  0.329
H 0.9632 1.3354 3.2941  0.334
H -0.5286 2.2641 4.0086  0.271
H -2.0308 2.5205 1.6173  0.229
H -1.8524 1.1364 -0.2689  0.415
H -5.3610 3.2199 0.0016  0.360
H -5.7940 1.4856 0.5778  0.028
H -3.7875 3.7999 1.8719  0.361
H -5.3624 3.1378 2.6760  0.432
H -3.2334 2.2218 3.6381  0.523
H -4.4160 0.7665 5.1786  0.366
H -6.8762 -0.2040 1.4178  0.237
H -7.0789 -0.3832 3.2961  0.318
H -6.6309 -1.8770 2.2445  0.254
C 0.7354 -4.3656 -6.4613  -0.656
O 1.4140 -3.1295 -6.5434  -0.337
P 2.3879 -2.7131 -5.3312  1.016
O 2.7949 -3.8207 -4.4097  -0.659
O 1.6051 -1.4954 -4.6252  -0.278
C 0.3401 -1.7684 -4.0643  -0.566
O 3.6016 -1.9720 -6.0820  -0.334
C 4.7290 -1.6525 -5.2950  -0.344
H -0.2787 -4.2330 -6.8470  0.252
H 1.2566 -5.1014 -7.0780  0.277
H 0.6668 -4.7314 -5.4343  0.333
H 0.3061 -2.7732 -3.6326  0.392
H -0.4282 -1.6745 -4.8364  0.299
H 0.1384 -1.0400 -3.2743  0.110
H 5.3228 -2.5545 -5.1230  0.270
H 4.4262 -1.2206 -4.3365  0.010
H 5.3400 -0.9236 -5.8331  0.255
C 3.9810 0.9534 -1.9333  -0.794
O 3.7719 1.6591 -0.7278  -0.291
P 4.9292 1.6169 0.3903  0.987
O 6.2765 1.1643 -0.0804  -0.679
O 4.2830 0.7211 1.5624  -0.271
C 3.9534 -0.6161 1.2577  -0.679
O 4.8875 3.1008 1.0086  -0.303
C 5.9293 3.4430 1.8975  -0.657
H 3.0402 0.4824 -2.2294  0.236
H 4.2861 1.6571 -2.7113  0.346
H 4.7377 0.1727 -1.8286  0.389
H 4.6738 -1.0531 0.5597  0.376
H 2.9513 -0.6535 0.8222  0.216
H 3.9599 -1.2016 2.1810  0.288
H 6.8403 3.6532 1.3303  0.275
H 6.1156 2.6344 2.6104  0.312
H 5.6412 4.3409 2.4500  0.235

=====

# 3
A molecular structure, C16H38ClLuNPSn at a distorted geometry. Source: OMol25; level of theory: ωB97M-V with the def2-TZVPD basis set.

The orbital gap is 6.77 eV. As for the relative energy (zero: lowest compared OMol25 entry of this formula, charge and spin): 104.8 kcal per mole. The energy comes out at -2938.3731 Ha.

Each line ends with the Mulliken charge.
Element x y z (Å)
Lu 1.4882 0.0223 -1.3997  0.984
Cl 1.0197 -0.5981 -3.5807  -0.477
C 2.1866 -1.7728 -0.8498  -0.979
H 1.9987 -1.8042 0.2276  0.074
H 3.2513 -1.8990 -1.0388  0.371
H 1.6245 -2.5762 -1.3308  0.329
Sn 2.5924 1.0415 -4.0423  1.030
C 1.5991 2.6792 -4.7241  -1.227
C 4.1011 0.3901 -5.2018  -1.237
C 3.0635 1.1336 -2.0114  -1.526
H 5.0336 0.4331 -4.6151  0.334
H 3.9351 -0.6345 -5.5666  0.320
H 4.1590 1.0909 -6.0498  0.315
H 1.7067 3.4839 -3.9788  0.329
H 2.1013 2.9658 -5.6615  0.339
H 0.5327 2.4798 -4.9089  0.324
H 3.9859 0.7183 -1.6923  0.448
H 2.8201 2.1480 -1.7445  0.376
C 0.9184 -2.0874 2.5657  -1.912
C 0.4591 -0.6109 2.3572  1.840
C -0.0702 -0.1868 3.7532  -1.777
C 1.6727 0.2940 2.0606  -1.526
P -0.9020 -0.3956 0.9240  0.852
N -0.2799 -0.8739 -0.4936  -0.616
C -2.4233 -1.6013 1.1085  1.536
C -3.3659 -1.1451 2.2383  -1.523
C -3.2141 -1.7053 -0.2154  -1.651
C -1.9512 -3.0365 1.4139  -1.647
C -1.3769 1.4693 0.5622  2.260
C -0.2437 2.1922 -0.1965  -1.821
C -2.6283 1.5512 -0.3266  -1.962
C -1.6639 2.2351 1.8638  -1.822
H 1.8769 -2.1162 3.1228  0.456
H 1.0001 -2.7052 1.6653  0.327
H 0.2381 -2.6453 3.2246  0.436
H 0.7321 -0.3053 4.5112  0.490
H -0.3924 0.8591 3.8115  0.237
H -0.9069 -0.8205 4.0776  0.324
H 2.1093 0.1415 1.0575  0.175
H 1.4032 1.3543 2.1585  0.259
H 2.4789 0.1193 2.8034  0.542
H -3.7769 -0.1441 2.0385  0.223
H -4.2180 -1.8500 2.3307  0.464
H -2.8547 -1.1257 3.2125  0.212
H -2.5633 -2.0435 -1.0347  0.288
H -4.0343 -2.4421 -0.1058  0.513
H -3.7057 -0.7744 -0.5165  0.307
H -1.2068 -3.3811 0.6770  0.288
H -1.5629 -3.1224 2.4352  0.270
H -2.8083 -3.7397 1.3950  0.507
H -0.0947 1.7343 -1.1965  0.202
H -0.5203 3.2501 -0.3724  0.519
H 0.7108 2.1969 0.3417  0.271
H -3.5159 1.1901 0.2154  0.339
H -2.8444 2.6091 -0.5820  0.486
H -2.4781 0.9990 -1.2688  0.404
H -2.4260 1.7245 2.4777  0.311
H -0.7398 2.3797 2.4405  0.319
H -2.0311 3.2567 1.6342  0.477

=====

> Look up the orbital gap of the third one.

6.77 eV